[1]
{"formula": "C4H4FO4", "method": "the ωB97M-V functional and the def2-TZVPD basis", "homo_lumo_gap_ev": 8.380, "energy_ev": -15121.5671, "charge": -1, "mol_weight_da": 135.07, "homo_energy_ha": -0.1613, "symbols": ["C", "C", "C", "C", "O", "O", "O", "O", "F", "H", "H", "H", "H"], "coordinates": [[1.654, -0.638, -0.984], [1.104, 0.378, -0.332], [-0.156, 0.279, 0.459], [-1.547, -0.049, -0.425], [-0.066, -0.779, 1.372], [-0.369, 1.506, 1.147], [-1.737, 0.589, -1.444], [-2.218, -0.904, 0.168], [1.671, 1.603, -0.435], [2.547, -0.521, -1.579], [1.204, -1.613, -0.939], [-1.130, 1.365, 1.715], [-0.956, -1.215, 1.276]], "atomic_forces_ev_per_a": [[0.0, 0.3, 0.2], [0.4, -0.4, -0.8], [-1.7, -0.4, 0.4], [1.9, 0.6, 0.6], [0.2, 0.0, 0.1], [0.5, 0.2, -0.2], [-0.1, 0.4, -0.7], [-0.9, -0.8, 0.4], [-0.2, -0.1, 0.1], [0.1, 0.2, 0.0], [-0.1, -0.1, 0.1], [-0.1, -0.1, 0.0], [0.2, 0.3, -0.2]]}

[2]
{"formula": "C4H4HgLiO2", "method": "the ωB97M-V functional and the def2-TZVPD basis", "homo_lumo_gap_ev": [6.733, 5.590], "energy_ev": -12682.5370, "charge": 0, "mol_weight_da": 291.60, "homo_energy_ha": [-0.2687, -0.2668], "s_squared": 0.7738, "spin_multiplicity": 2, "symbols": ["H", "C", "C", "C", "C", "O", "O", "Li", "Hg", "H", "H", "H"], "coordinates": [[-0.918, -1.223, -1.089], [0.255, 0.234, 1.362], [-1.145, 0.246, 1.353], [-0.452, -0.299, -1.391], [0.587, -0.212, -2.216], [1.748, -0.679, -2.256], [0.777, -0.716, 0.654], [2.317, -0.491, -0.283], [-0.560, 1.929, -1.245], [0.965, 0.673, 2.079], [-1.589, 0.689, 2.248], [-1.985, -0.152, 0.784]], "atomic_forces_ev_per_a": [[-0.5, 0.3, -0.3], [-2.9, -3.2, -0.3], [0.4, 2.6, 2.6], [1.4, 1.7, -2.7], [0.5, -4.5, 2.7], [-0.9, 2.4, -0.7], [2.7, 0.3, -0.8], [-0.6, -0.4, -0.4], [-0.5, 0.2, 0.6], [-0.9, 0.7, 0.0], [0.2, 0.6, -0.2], [1.3, -0.6, -0.5]]}

[3]
{"formula": "C4H4IO2", "method": "the ωB97M-V functional and the def2-TZVPD basis", "homo_lumo_gap_ev": 7.702, "energy_ev": -16407.7539, "charge": -1, "mol_weight_da": 210.98, "homo_energy_ha": -0.1715, "symbols": ["C", "C", "C", "C", "O", "O", "I", "H", "H", "H", "H"], "coordinates": [[-0.470, -1.672, -0.017], [0.496, 0.634, -0.798], [0.659, 0.709, 0.737], [-0.325, -0.201, 0.168], [-1.426, -2.387, -0.090], [0.733, -1.988, 0.057], [-2.747, 1.082, 0.142], [-0.090, 1.565, -1.187], [1.313, 0.498, -1.521], [1.506, 0.144, 1.349], [0.351, 1.616, 1.162]], "atomic_forces_ev_per_a": [[0.8, -0.7, 1.5], [-0.9, 3.1, 0.1], [2.4, -1.9, 0.8], [-1.1, 1.0, -2.4], [-2.1, -0.2, -0.5], [1.7, 0.0, -0.3], [1.0, -0.5, 0.1], [1.0, -1.7, 1.0], [-0.5, -1.3, 0.7], [-1.7, 1.3, -1.7], [-0.6, 0.9, 0.7]]}

[4]
{"formula": "C4H4LiO2Zn", "method": "the ωB97M-V functional and the def2-TZVPD basis", "homo_lumo_gap_ev": 7.417, "energy_ev": -56918.5050, "charge": 1, "mol_weight_da": 156.40, "homo_energy_ha": -0.4592, "symbols": ["O", "C", "C", "H", "H", "H", "C", "C", "O", "Li", "H", "Zn"], "coordinates": [[-2.687, 1.501, -0.152], [-3.305, 0.410, -0.291], [-4.380, -0.034, -0.920], [-4.973, 0.655, -1.520], [-4.713, -1.059, -0.765], [-1.471, 1.458, 0.698], [-2.126, -0.926, 0.834], [-1.118, -0.395, 1.382], [-0.582, 0.738, 1.491], [0.987, 1.348, 2.509], [-2.823, -1.688, 1.161], [2.184, 3.574, 3.308]], "atomic_forces_ev_per_a": [[2.0, -1.2, 1.7], [1.0, 2.2, -0.3], [0.5, -1.4, 1.0], [0.3, 0.0, 0.3], [0.1, 0.3, -0.3], [-0.9, -1.0, -0.3], [-0.3, -1.2, 1.2], [-2.7, 0.9, -2.1], [0.2, 1.5, -0.5], [-0.3, -0.1, -0.3], [0.2, -0.1, -0.4], [0.1, 0.1, 0.0]]}

[5]
{"formula": "C4H4LiO5", "method": "the ωB97M-V functional and the def2-TZVPD basis", "homo_lumo_gap_ev": 3.184, "energy_ev": -14656.4890, "charge": -1, "mol_weight_da": 139.01, "homo_energy_ha": -0.0376, "symbols": ["O", "C", "O", "O", "C", "C", "H", "H", "H", "H", "Li", "O", "O", "C"], "coordinates": [[0.630, 2.389, -0.479], [0.260, 1.363, 0.185], [1.035, 0.836, 1.038], [-0.870, 0.807, -0.164], [-1.071, -0.668, 0.001], [-2.517, -0.890, -0.412], [-1.010, -0.814, 1.098], [-3.258, -0.226, 0.089], [-2.796, -1.930, -0.170], [-2.668, -0.768, -1.499], [2.392, 2.033, 0.228], [2.956, -1.779, 0.318], [3.640, 0.354, -0.276], [3.279, -0.707, 0.044]], "atomic_forces_ev_per_a": [[0.6, 0.9, 0.1], [-0.2, -0.9, -1.0], [0.8, 0.1, 0.6], [0.0, 0.5, 0.0], [0.1, -0.3, 0.4], [-0.1, 0.0, -0.1], [0.0, -0.1, -0.2], [0.0, 0.0, -0.1], [0.1, 0.2, 0.0], [0.0, 0.0, 0.2], [-1.1, -0.5, 0.0], [0.4, 0.4, 0.0], [0.3, 0.6, 0.0], [-0.9, -0.9, 0.1]]}

[6]
{"formula": "C4H4LuO2", "method": "the ωB97M-V functional and the def2-TZVPD basis", "homo_lumo_gap_ev": [7.289, 6.227], "energy_ev": -41885.3934, "charge": 3, "mol_weight_da": 259.04, "homo_energy_ha": [-0.8275, -0.7877], "symbols": ["H", "O", "C", "C", "C", "C", "O", "Lu", "H", "H", "H"], "coordinates": [[-1.442, 0.818, 0.790], [-2.539, 0.724, 0.055], [-2.140, -0.016, -0.844], [-0.751, -0.522, -0.679], [0.032, 0.283, 0.387], [1.382, -0.002, 0.391], [2.447, 0.562, 0.513], [4.183, -1.035, 0.536], [-0.287, -0.463, -1.676], [-0.884, -1.584, -0.415], [0.000, 1.234, 0.942]], "atomic_forces_ev_per_a": [[-3.7, 0.0, -1.2], [2.6, -0.8, -0.3], [-0.3, 1.9, 3.4], [-0.1, -0.4, -1.6], [3.4, -2.8, -1.8], [-3.3, 4.0, 1.5], [1.6, -2.9, -0.6], [-0.1, 0.8, 0.2], [0.2, -0.2, 0.3], [0.2, 0.1, 0.1], [-0.5, 0.2, 0.1]]}

[7]
{"formula": "C4H4MgO2", "method": "the ωB97M-V functional and the def2-TZVPD basis", "homo_lumo_gap_ev": [8.486, 9.204], "energy_ev": -13713.0449, "charge": 3, "mol_weight_da": 108.38, "homo_energy_ha": [-0.9254, -0.9600], "s_squared": 0.7597, "spin_multiplicity": 2, "symbols": ["O", "C", "C", "C", "C", "H", "H", "H", "H", "Mg", "O"], "coordinates": [[0.719, 1.265, 2.743], [0.570, 1.304, 1.618], [0.924, 0.666, 0.444], [0.013, 0.415, -0.667], [-0.140, -0.985, -1.159], [-0.165, 1.228, -1.374], [-0.417, -1.106, -2.206], [0.392, -1.794, -0.658], [1.875, 0.077, 0.730], [-2.632, -0.715, 0.883], [-1.140, -0.356, -0.355]], "atomic_forces_ev_per_a": [[-1.2, 1.5, -1.0], [2.1, -0.9, 3.1], [0.9, -0.8, -0.1], [1.1, -0.3, -1.6], [1.5, 0.0, -1.1], [0.0, 0.0, 0.1], [-0.1, -0.1, 0.2], [-0.1, 0.1, -0.2], [-1.0, 0.9, -1.0], [-0.4, -0.3, -0.6], [-2.9, 0.0, 2.1]]}

[8]
{"formula": "C4H4N2", "method": "the ωB97M-V functional and the def2-TZVPD basis", "homo_lumo_gap_ev": 10.058, "energy_ev": -7192.1317, "charge": 0, "mol_weight_da": 80.09, "homo_energy_ha": -0.3571, "symbols": ["C", "C", "N", "C", "C", "N", "H", "H", "H", "H"], "coordinates": [[-1.286, -0.155, 0.260], [-0.752, 1.115, 0.031], [0.527, 1.286, -0.326], [1.262, 0.172, -0.337], [0.705, -1.103, -0.209], [-0.592, -1.271, 0.017], [-2.140, -0.327, 0.892], [-1.354, 2.009, 0.213], [2.334, 0.282, -0.467], [1.298, -2.007, -0.072]], "atomic_forces_ev_per_a": [[0.8, 0.0, 0.2], [0.0, -0.2, 0.2], [-0.2, -0.5, 0.3], [0.0, -0.2, -0.4], [-0.1, 0.2, 0.4], [0.2, 0.3, 0.8], [-0.9, 0.3, -0.6], [0.2, -0.2, -0.2], [-0.1, 0.1, 0.0], [0.1, 0.2, -0.7]]}

[9]
{"formula": "C4H4N2", "method": "the ωB97M-V functional and the def2-TZVPD basis", "homo_lumo_gap_ev": 10.560, "energy_ev": -7188.7948, "charge": 0, "mol_weight_da": 80.09, "homo_energy_ha": -0.3611, "symbols": ["C", "C", "C", "C", "N", "N", "H", "H", "H", "H"], "coordinates": [[-1.216, 0.310, -0.571], [1.212, 0.097, -0.398], [0.058, 0.620, 0.289], [-0.195, -0.811, 0.706], [-1.365, -0.892, -0.241], [1.150, -1.101, -0.131], [-1.719, 0.969, -1.396], [2.029, 0.570, -0.889], [-0.001, 1.512, 1.012], [0.047, -1.273, 1.620]], "atomic_forces_ev_per_a": [[0.8, 3.0, -1.0], [2.0, 2.7, -0.3], [-3.2, 3.1, 1.2], [1.8, -0.5, -3.1], [-0.5, -1.8, 1.3], [-1.4, -3.5, 0.9], [0.6, -1.6, 1.6], [0.5, 0.5, -0.7], [0.4, -1.3, -1.3], [-1.0, -0.5, 1.3]]}

[10]
{"formula": "C4H4N2", "method": "the ωB97M-V functional and the def2-TZVPD basis", "homo_lumo_gap_ev": 8.135, "energy_ev": -7185.5886, "charge": 0, "mol_weight_da": 80.09, "homo_energy_ha": -0.3554, "symbols": ["C", "C", "C", "C", "N", "N", "H", "H", "H", "H"], "coordinates": [[-1.125, -0.242, 1.437], [-1.472, 0.196, 0.155], [0.095, -0.395, 1.960], [0.262, 0.306, -1.457], [0.794, -0.229, 0.828], [-0.178, 0.097, -0.126], [0.446, -0.930, 2.767], [1.033, -0.400, -1.600], [-0.532, 0.155, -2.309], [0.676, 1.440, -1.654]], "atomic_forces_ev_per_a": [[-1.8, 0.9, -2.4], [-1.0, -0.8, 3.7], [0.0, -0.1, -0.6], [0.2, 3.1, -3.2], [-0.7, 0.0, -0.6], [0.9, 0.4, -1.1], [0.9, -0.4, 1.8], [1.2, -0.5, -0.5], [1.2, 0.1, 2.3], [-0.9, -2.8, 0.7]]}

[11]
{"formula": "C4H4N2", "method": "the ωB97M-V functional and the def2-TZVPD basis", "homo_lumo_gap_ev": 9.477, "energy_ev": -7190.6309, "charge": 0, "mol_weight_da": 80.09, "homo_energy_ha": -0.3745, "symbols": ["C", "C", "C", "C", "H", "H", "H", "H", "N", "N"], "coordinates": [[-1.277, -0.639, -0.642], [-0.199, -0.140, -0.073], [0.863, -0.698, 0.795], [0.289, 1.228, -0.229], [-1.589, -1.629, -0.486], [-1.939, -0.086, -1.326], [0.937, -1.651, 1.335], [-0.277, 2.040, -0.709], [1.792, 0.175, 0.990], [1.402, 1.399, 0.346]], "atomic_forces_ev_per_a": [[-0.8, 0.5, -0.7], [0.5, 0.4, 0.4], [0.3, 0.0, 0.4], [-0.9, 0.3, -0.5], [-0.2, -1.3, 0.3], [0.6, 0.1, 0.5], [-0.2, 0.3, -0.7], [0.5, -0.4, 0.1], [-0.7, -0.3, -0.1], [0.9, 0.5, 0.3]]}

[12]
{"formula": "C4H4N2", "method": "the ωB97M-V functional and the def2-TZVPD basis", "homo_lumo_gap_ev": 9.291, "energy_ev": -7185.0428, "charge": 0, "mol_weight_da": 80.09, "homo_energy_ha": -0.3519, "symbols": ["C", "C", "C", "C", "N", "N", "H", "H", "H", "H"], "coordinates": [[-1.461, 0.506, -0.401], [-0.914, 1.659, -0.388], [-1.716, -0.911, -0.252], [1.498, 0.315, 0.142], [-0.533, -1.196, 0.249], [0.040, 0.029, 0.383], [-2.585, -1.478, -0.024], [1.816, -0.078, -0.895], [1.740, 1.454, 0.224], [2.115, -0.301, 0.962]], "atomic_forces_ev_per_a": [[-0.2, -1.2, 0.0], [0.5, 0.1, 0.1], [1.7, 1.7, 1.1], [1.0, -0.8, -0.3], [0.5, -0.8, 0.0], [-0.2, 1.5, -0.1], [-0.5, -0.4, -0.6], [-0.4, 0.7, 1.6], [-0.8, -2.3, 0.0], [-1.6, 1.4, -1.7]]}

Relative energy (zero: lowest compared OMol25 entry of this formula, charge and spin) readings, ordered: 0.000 0.000 1.389 3.352 2.101 5.681 2.004 0.557 3.894 7.100 2.058 7.646 eV